[1]
{
  "formula": "C31H29AlClN2O8Te",
  "method": "ωB97M-V with the def2-TZVPD basis set",
  "homo_lumo_gap_ev": 7.0,
  "total_charge": 1,
  "multiplicity": 1,
  "e_tot_ha": -2880.51848,
  "symbols": ["Te", "Cl", "Al", "O", "O", "O", "O", "O", "O", "O", "O", "N", "N", "C", "C", "C", "C", "C", "C", "C", "C", "C", "C", "C", "C", "C", "C", "C", "C", "C", "C", "C", "C", "C", "C", "C", "C", "C", "C", "C", "C", "C", "C", "C", "H", "H", "H", "H", "H", "H", "H", "H", "H", "H", "H", "H", "H", "H", "H", "H", "H", "H", "H", "H", "H", "H", "H", "H", "H", "H", "H", "H", "H"],
  "xyz": [[3.07062, 3.33328, 1.00268], [2.94658, 1.21308, -3.30379], [1.82561, -0.08772, -1.34041], [-1.86086, 1.09495, -3.08913], [4.23359, 0.79512, -3.72560], [4.02337, -3.31476, -0.84401], [2.80602, -1.56194, -1.51704], [2.51753, 2.42584, -3.86658], [2.93838, 1.32830, -1.76795], [0.12215, -0.12240, -1.49629], [1.94832, 0.13094, -3.44146], [1.83502, 0.03359, 0.58777], [4.97315, -3.91771, -3.09961], [-4.11070, -0.42318, 2.23011], [0.54326, 3.98426, 2.57870], [-4.99079, -2.43691, -3.38246], [-5.65694, -1.82301, -4.43376], [-1.73359, 3.69697, 1.85068], [-1.66295, -0.35697, 1.67085], [-5.30153, -0.53986, -4.83165], [4.07339, -2.71711, -3.12249], [3.35932, 1.46414, 2.01250], [-0.84649, -0.11471, -0.59614], [1.45004, -1.50654, 3.32006], [-4.27687, 0.12722, -4.18195], [-0.57698, -0.23823, 0.78559], [-1.28385, 3.22498, 0.62515], [-2.48342, 0.25796, -2.47696], [3.17100, 0.19176, 1.20620], [1.22934, -0.62317, 5.54482], [0.07967, 3.12752, 0.37773], [-3.20493, -0.14145, -0.11609], [0.78519, -0.16896, 1.32508], [3.59732, -2.53718, -1.67865], [-0.82076, 4.08751, 2.82140], [-3.61453, -0.48023, -3.11920], [-2.17680, -0.03011, -1.03591], [0.94172, -0.32155, 2.80340], [0.99960, 3.48479, 1.36106], [0.71581, 0.55850, 5.02631], [0.56185, 0.70854, 3.65715], [-3.97839, -1.76130, -2.71771], [1.58625, -1.65845, 4.69261], [-2.97518, -0.30943, 1.24767], [-5.82076, -0.06320, -5.65181], [1.34611, -0.73957, 6.61344], [3.89362, 0.17972, 0.38894], [0.42506, 2.78963, -0.59284], [5.91135, -3.72593, -3.44853], [1.25223, 4.29321, 3.33569], [3.23826, -2.87266, -3.80043], [4.59271, -4.71071, -3.61484], [1.72837, -2.31418, 2.65369], [4.39106, 1.48255, 2.36356], [3.38758, -0.67344, 1.83534], [-4.22745, -0.08551, -0.47493], [4.99880, -4.14926, -2.07296], [0.42808, 1.36445, 5.68754], [-5.07321, -0.38215, 1.72319], [-4.06260, -1.36358, 2.77988], [-3.46082, -2.23895, -1.89451], [-5.26131, -3.43941, -3.07963], [-3.96938, 1.11648, -4.49185], [-4.08371, 0.38552, 2.96116], [-6.45559, -2.34509, -4.94347], [0.15006, 1.62247, 3.24973], [4.62772, -1.83693, -3.44321], [1.97247, -2.58477, 5.09468], [-1.16973, 4.48105, 3.76716], [-1.47085, -0.48513, 2.72563], [2.71914, 1.49362, 2.89101], [-1.99040, 2.94178, -0.14478], [-2.79535, 3.78361, 2.04048]],
  "atomic_forces_ev_per_a": [[0.074, 0.103, -0.018], [-0.364, 0.041, 0.222], [-0.120, -0.144, 0.243], [0.044, 0.099, 0.071], [-0.178, -0.001, 0.062], [-0.012, -0.013, 0.107], [-0.200, 0.033, 0.326], [0.173, -0.301, 0.103], [0.216, 0.052, -0.379], [-0.049, 0.013, -0.160], [0.286, 0.233, -0.167], [0.149, 0.019, -0.343], [0.000, 0.011, -0.062], [0.000, -0.018, -0.023], [-0.074, 0.039, -0.044], [-0.013, 0.020, -0.006], [0.011, 0.005, 0.021], [0.017, 0.006, -0.034], [0.022, 0.009, -0.035], [0.016, 0.008, 0.017], [0.116, -0.018, -0.119], [0.066, 0.090, 0.116], [0.083, -0.055, 0.070], [-0.030, -0.014, 0.004], [-0.007, -0.054, -0.077], [0.086, 0.014, 0.025], [0.006, 0.021, 0.024], [-0.087, -0.055, -0.072], [-0.027, -0.048, -0.024], [0.003, -0.009, -0.016], [0.016, -0.008, 0.018], [-0.096, 0.079, -0.008], [-0.286, -0.020, 0.091], [0.055, 0.075, -0.189], [0.025, -0.001, 0.011], [0.066, 0.038, 0.040], [0.110, -0.070, 0.054], [-0.079, 0.001, -0.032], [-0.048, 0.043, -0.022], [0.006, -0.021, -0.028], [-0.094, -0.102, 0.079], [-0.013, -0.063, 0.025], [0.017, 0.047, 0.013], [0.026, -0.009, 0.036], [-0.016, 0.004, -0.008], [-0.008, -0.005, 0.020], [0.019, -0.009, 0.005], [-0.010, -0.046, 0.009], [-0.049, -0.006, 0.029], [0.017, 0.013, 0.014], [0.004, -0.012, 0.015], [0.019, 0.040, 0.024], [-0.001, -0.017, -0.018], [0.015, 0.043, 0.018], [-0.011, -0.005, -0.015], [0.018, 0.003, 0.004], [-0.020, -0.007, -0.015], [-0.004, 0.013, 0.023], [-0.007, 0.001, -0.009], [0.002, -0.013, 0.008], [0.000, 0.002, -0.019], [-0.010, -0.009, 0.007], [0.001, 0.024, 0.006], [0.012, 0.019, 0.003], [-0.006, -0.006, -0.015], [-0.015, -0.031, -0.007], [-0.016, -0.008, -0.021], [0.012, -0.015, 0.009], [-0.005, 0.005, 0.017], [0.035, 0.004, 0.055], [0.118, -0.034, -0.045], [0.006, -0.010, -0.016], [-0.014, -0.008, 0.004]]
}



[2]
{
  "formula": "C31H29BaF5N4O7PSe2",
  "method": "ωB97M-V with the def2-TZVPD basis set",
  "homo_lumo_gap_ev": 6.8,
  "relative_energy_kcal_mol": 43.2,
  "total_charge": -1,
  "multiplicity": 1,
  "e_tot_ha": -7613.61217,
  "symbols": ["Ba", "Se", "Se", "P", "F", "F", "F", "F", "F", "O", "O", "O", "O", "O", "O", "O", "N", "N", "N", "N", "C", "C", "C", "C", "C", "C", "C", "C", "C", "C", "C", "C", "C", "C", "C", "C", "C", "C", "C", "C", "C", "C", "C", "C", "C", "C", "C", "C", "C", "C", "C", "H", "H", "H", "H", "H", "H", "H", "H", "H", "H", "H", "H", "H", "H", "H", "H", "H", "H", "H", "H", "H", "H", "H", "H", "H", "H", "H", "H", "H"],
  "xyz": [[0.03267, -0.33552, 2.40766], [0.63864, -0.08187, -1.09496], [0.93520, -3.77980, -0.87509], [0.86282, -2.02542, -2.20598], [-1.58998, 4.76471, -2.62296], [-5.17089, 2.83962, -0.22312], [-3.32382, 1.52645, 1.35974], [0.16643, 3.72419, -0.97432], [-4.31496, 4.33465, -2.27468], [1.80123, 1.72606, 2.19323], [-5.37246, -5.00097, 5.20645], [2.64160, -0.75066, 2.16981], [-3.27883, -5.67551, 4.95099], [-0.30506, 2.14967, 3.66915], [-0.24216, -2.71382, 3.66308], [-1.17708, -4.67702, 4.25742], [4.06006, -0.49837, 0.50765], [-4.04087, -1.57989, 2.87014], [-0.49585, 4.38115, 3.15204], [-2.76446, -1.76751, 3.07030], [-4.22637, -4.80590, 4.82047], [-3.82725, 2.95342, -0.45271], [-1.83223, -1.35016, -3.01731], [2.88277, 1.51304, 1.26897], [-1.69528, -2.79888, -5.32767], [-1.56276, 2.73739, 0.34021], [-2.09946, 4.00635, -1.65323], [-1.22018, -3.48643, 3.91955], [-2.92457, -1.42581, -3.80486], [2.39595, -1.91382, -3.29031], [4.14965, -1.92869, 0.53445], [-3.40213, 3.79684, -1.44285], [3.17264, 0.02228, 1.34898], [4.67079, -2.42498, -3.73862], [1.25599, 3.02976, 2.09218], [3.49247, -0.88738, -5.13151], [-4.74453, -2.62550, 3.41618], [-1.20800, 3.42085, -0.73298], [-2.85560, 2.39592, 0.41755], [-2.82366, -2.10334, -5.01158], [4.89076, 0.23980, -0.47635], [-2.63402, -2.92140, 3.78369], [-1.80221, 4.41506, 3.85583], [3.52578, -2.52024, -2.90466], [-0.62101, -2.03871, -3.31377], [0.05513, 3.16614, 3.00456], [4.61427, -1.61445, -4.84072], [-0.53644, -2.71527, -4.47720], [-3.88860, -3.48967, 4.00685], [2.39458, -1.07633, -4.35612], [-0.15032, 5.49926, 2.31562], [-1.79363, 3.55385, 4.56943], [-2.61015, 4.26955, 3.21577], [3.17060, -2.33865, 0.38686], [-5.80941, -2.68400, 3.29164], [-0.36492, 5.20816, 1.19068], [-0.81814, 6.31829, 2.58061], [4.51626, 0.05817, -1.51696], [3.82958, 2.09553, 1.59316], [-1.84680, 5.32894, 4.44393], [3.49265, -0.27301, -6.00141], [-3.87752, -1.06043, -3.46253], [1.48058, -0.43126, -4.62203], [5.00536, 1.30670, -0.25457], [5.54943, -1.27635, -5.48374], [0.86789, 5.70338, 2.48455], [4.65975, -2.29188, 1.43002], [5.64082, -2.83754, -3.58163], [-3.63330, -2.06880, -5.75179], [4.81103, -2.26343, -0.26199], [-1.73509, -0.91838, -2.04397], [3.58224, -3.13108, -2.02736], [-2.40061, -5.25335, 4.74577], [-4.43673, -0.76146, 2.29025], [0.35486, -3.28731, -4.69355], [5.93336, -0.15694, -0.39755], [2.58460, 1.82450, 0.19175], [-1.63634, -3.38041, -6.27862], [1.91744, 3.81222, 2.58500], [1.05785, 3.30573, 1.01907]],
  "atomic_forces_ev_per_a": [[-0.814, -0.715, -0.113], [0.328, -0.592, -0.368], [-0.006, 0.856, -0.931], [-0.268, 0.309, 1.636], [-0.453, 0.386, -0.685], [0.582, -0.236, -0.294], [-0.177, -0.224, 0.515], [-1.015, -0.061, 0.193], [-0.139, 0.196, -0.063], [0.496, 0.684, -0.684], [1.034, 0.415, -0.386], [-0.393, 1.141, -0.093], [-0.790, -0.482, 0.821], [0.365, 1.442, -1.037], [-0.968, -0.407, 0.092], [0.878, -0.159, 0.183], [0.843, 1.415, -0.687], [-2.263, -0.034, -0.456], [-1.344, -1.022, 0.669], [2.055, -0.353, 0.625], [-1.939, 1.280, -1.050], [0.070, -0.851, 2.192], [2.350, -0.988, 1.489], [0.216, 0.938, -0.255], [2.008, -0.364, -0.562], [1.288, -1.802, 1.449], [3.552, -0.361, 0.932], [0.242, 1.310, -0.017], [-0.550, -0.007, -0.075], [-2.759, 0.294, 1.500], [1.347, -0.598, -0.313], [-2.051, 0.034, -0.991], [0.397, -0.696, -0.083], [-0.520, 0.602, 0.258], [0.549, 1.564, 0.131], [0.003, -0.440, -0.405], [-1.552, 1.250, -0.816], [0.722, 1.698, -1.658], [-2.207, 0.975, -1.276], [-0.774, -0.179, -0.999], [0.289, -0.816, -0.022], [1.210, 1.737, -1.704], [2.364, -0.882, 2.023], [2.972, -1.567, -0.576], [0.035, 1.017, 0.108], [-0.523, -2.238, 0.553], [2.780, 1.605, -1.693], [-1.321, -1.426, -1.595], [0.409, -1.911, 1.554], [-2.811, 2.668, -1.746], [-1.777, -1.219, -2.465], [-0.058, 0.798, -0.581], [-1.361, 0.050, -1.355], [-0.448, -0.570, 0.167], [-0.179, 0.006, 0.166], [0.585, 0.781, 2.005], [0.370, 0.111, -0.041], [0.233, 0.321, 0.865], [-1.449, -0.701, -0.430], [-0.226, 0.129, -0.186], [-0.191, 0.608, -0.331], [-0.095, 0.471, -0.093], [1.208, -1.285, 0.626], [-0.537, -0.235, -0.047], [-1.699, -1.453, 1.442], [1.261, 0.808, -0.151], [-0.530, 0.045, 0.298], [0.264, -0.725, 0.812], [0.112, -0.204, 0.537], [-0.152, 0.181, -0.356], [-0.879, 0.757, 0.416], [-0.274, -0.303, 0.353], [1.083, 0.106, -0.696], [1.202, -1.912, 1.401], [0.046, -0.059, -0.303], [-0.806, 0.106, -0.151], [0.432, -0.569, 1.694], [-0.022, 0.595, 0.893], [0.178, -0.857, -0.881], [-0.031, -0.188, 1.105]]
}